*i*
ORCA calculation (ωB97M-V/def2-TZVPD) on a single C3H4O2S molecule.

Geometry as XYZ:
```
10
Properties=species:S:1:pos:R:3
C -1.454 0.261 0.172
C -0.046 -0.463 -0.064
O 0.001 -1.684 -0.139
C 1.079 0.586 -0.039
O 0.881 1.746 -0.186
S 2.728 -0.236 0.123
H -2.264 -0.536 0.166
H -1.695 0.945 -0.578
H -1.566 0.717 1.096
H 2.338 -1.334 -0.551
```

Frontier orbital gap = 9.20 eV
Net charge = 0
SMILES string = CC(=O)C(=O)S

=====

*ii*
ORCA calculation (ωB97M-V/def2-TZVPD) on a single C3H4O2S molecule.

Geometry as XYZ:
```
10
Properties=species:S:1:pos:R:3
C 0.188 -0.082 -0.412
C -0.876 -1.295 -0.602
C 0.644 0.224 1.003
O 2.918 -0.123 -0.427
O -1.269 -1.970 0.294
S 1.792 -0.862 0.161
H 0.323 0.544 -1.297
H -1.287 -1.218 -1.558
H 0.968 1.224 1.216
H -0.099 -0.146 1.820
```

Frontier orbital gap = 10.02 eV
Net charge = 0

=====

*iii*
ORCA calculation (ωB97M-V/def2-TZVPD) on 2 unconnected molecules or ions with the total composition C3H4O2S.

Geometry as XYZ:
```
10
Properties=species:S:1:pos:R:3
O -0.785 -0.316 2.019
C -0.769 -1.472 1.846
S -0.528 -2.909 1.391
C 0.099 0.968 -1.185
C 0.671 0.109 -0.100
O 0.873 -1.131 -0.208
H -0.022 0.642 -2.294
H 0.650 1.952 -1.202
H -0.925 1.366 -1.010
H 0.737 0.791 0.742
```

Frontier orbital gap = 10.58 eV
Net charge = 0
SMILES string = O=C=S.CC=O

=====

Order of stability, best first: *i*, *iii*, *ii*

=====

*i*
ORCA calculation (ωB97M-V/def2-TZVPD) on 2 unconnected molecules or ions with the total composition CH2F2N2.

Geometry as XYZ:
```
7
Properties=species:S:1:pos:R:3
C -0.176 0.313 0.270
N 0.295 -0.822 0.165
N 0.384 1.920 -1.837
F 0.056 3.079 -1.195
F -0.682 1.728 -2.677
H -0.550 0.909 1.113
H 0.559 -1.340 -0.699
```

Frontier orbital gap (spin up / spin down) = 10.75 / 7.36 eV
Net charge = 0

=====

*ii*
ORCA calculation (ωB97M-V/def2-TZVPD) on 2 unconnected molecules or ions with the total composition CH2F2N2.

Geometry as XYZ:
```
7
Properties=species:S:1:pos:R:3
N 0.617 1.233 -0.003
C -0.330 0.522 -0.090
N -1.380 0.026 0.272
F -2.485 -0.071 -0.466
H 1.542 1.179 -0.458
F 1.411 -1.493 0.137
H 0.625 -1.397 0.608
```

Frontier orbital gap = 10.67 eV
Net charge = 0
SMILES string = N=C=NF.F

=====

Order of stability, best first: *ii*, *i*

=====

*i*
ORCA calculation (ωB97M-V/def2-TZVPD) on a single C3H8O2S2 molecule.

Geometry as XYZ:
```
15
Properties=species:S:1:pos:R:3
C -0.842 1.283 0.100
C 0.329 0.499 0.617
O 0.327 0.206 2.016
C 0.422 -0.844 -0.355
O 0.681 -0.454 -1.637
S 1.788 -1.898 0.371
S -1.103 -1.793 -0.095
H -0.981 2.188 0.602
H -0.797 1.310 -1.085
H -1.830 0.605 0.205
H 1.284 0.903 0.391
H -0.523 0.364 2.474
H 0.664 -1.175 -2.195
H 2.459 -0.932 0.861
H -0.790 -2.825 -0.792
```

Frontier orbital gap = 9.39 eV
Net charge = 0
SMILES string = C[C@@H](O)C(O)(S)S

=====

*ii*
ORCA calculation (ωB97M-V/def2-TZVPD) on 2 unconnected molecules or ions with the total composition C3H8O2S2.

Geometry as XYZ:
```
15
Properties=species:S:1:pos:R:3
O -1.527 -0.716 -1.814
C -0.396 -1.055 -1.748
C 0.571 -0.721 -0.554
C -0.110 -1.283 0.732
S 0.682 -1.106 2.443
S -0.067 0.636 2.989
H 0.193 -1.593 -2.541
H 0.910 0.356 -0.326
H 1.557 -1.192 -0.622
H -0.100 -2.318 0.622
H -1.031 -0.788 0.977
H 1.032 1.070 3.753
O -0.776 2.575 -1.324
H -0.333 3.025 -2.087
H -0.603 3.110 -0.501
```

Frontier orbital gap = 8.67 eV
Net charge = 0
SMILES string = O=CCCSS.O

=====

Order of stability, best first: *i*, *ii*

=====

*i*
ORCA calculation (ωB97M-V/def2-TZVPD) on 2 unconnected molecules or ions with the total composition CH4O3.

Geometry as XYZ:
```
8
Properties=species:S:1:pos:R:3
O 0.639 0.998 -2.228
C -0.295 0.923 -1.497
O -0.710 -0.246 -0.931
H -0.953 1.768 -1.218
H 0.135 -0.746 -0.909
O 0.646 -1.167 2.122
H 0.076 -1.253 2.886
H 0.461 -0.278 1.776
```

Frontier orbital gap = 11.81 eV
Net charge = 0
SMILES string = O=CO.O

=====

*ii*
ORCA calculation (ωB97M-V/def2-TZVPD) on 2 unconnected molecules or ions with the total composition CH4O3.

Geometry as XYZ:
```
8
Properties=species:S:1:pos:R:3
O -3.503 -0.220 -0.006
O -2.464 0.436 -0.035
C 1.119 -0.377 -0.016
O 0.220 0.712 -0.048
H 0.444 -1.256 -0.048
H 1.724 -0.420 0.913
H 1.788 -0.418 -0.894
H 0.672 1.542 0.133
```

Frontier orbital gap = 7.85 eV
Net charge = 0
SMILES string = O=O.CO

=====

Order of stability, best first: *i*, *ii*